# 1
An isolated ion of composition C2H7N3S2 and charge +2, computed with ωB97M-V/def2-TZVPD.

Last column: Mulliken spin population.
Atoms and positions in Å:
C 0.49774 -0.97247 0.24767  0.849
C -0.44198 1.13873 0.63861  0.522
N -0.60775 -1.48665 -0.21346  0.010
N 1.54415 -1.51756 0.69456  -0.015
N -0.02160 1.58348 -0.77381  0.025
S -2.03902 0.65764 0.88658  0.437
S -2.06629 -0.56542 -0.76250  0.096
H -0.03724 1.90140 1.28784  -0.018
H -1.02863 -2.40914 -0.16452  0.031
H 2.30912 -0.90195 0.75184  0.006
H 1.62658 -2.53290 0.68402  0.038
H -0.34140 2.56777 -1.13321  0.012
H -0.32942 0.92247 -1.44481  0.006
H 0.93575 1.61461 -0.69880  0.001

Force components x, y, z for each atom (eV/Å):
C -1.6 -1.2 -1.9
C -0.5 3.0 -0.7
N -2.6 0.4 -1.0
N -0.2 -0.7 0.2
N -3.0 2.3 1.1
S -0.2 0.4 0.2
S 1.3 -0.6 0.4
H 0.0 -0.3 0.7
H 1.3 -0.8 0.6
H 1.8 0.2 0.6
H 0.5 -0.1 0.4
H 0.4 -1.8 1.1
H -0.2 -0.9 -1.2
H 3.2 0.2 -0.5

The total energy comes out at -1040.18956 Eh. For the LUMO energy (spin up / spin down), the calculation gives -8.675 / -12.481 eV. As for the charge: +2. The value obtained for the orbital gap (spin up / spin down) is 8.12 / 6.30 eV. The value obtained for the relative energy (zero: lowest compared OMol25 entry of this formula, charge and spin) is 227.9 kJ/mol. Its spin multiplicity is 3.


# 2
C2H7N4 as an isolated structure, computed with ωB97M-V/def2-TZVPD.

Last column: Löwdin charge in e.
Atoms and positions in Å:
C -0.77137 0.11745 -1.21527  -0.151
C -0.37590 -1.23655 -0.50512  -0.038
N -0.00001 1.10206 -0.66577  0.125
N 0.35946 -0.65305 0.66031  0.076
N 0.45014 0.62553 0.36798  -0.107
N 1.25887 1.65140 1.69526  0.216
H -0.59324 -0.09526 -2.29848  0.156
H -1.75351 0.31824 -1.00315  0.105
H -1.28422 -1.71138 -0.23957  0.114
H 0.33714 -1.74773 -1.11037  0.114
H 1.00412 -1.05402 1.34380  0.177
H 0.78431 2.61626 1.55841  0.113
H 2.22645 1.71454 1.23184  0.100

Force components x, y, z for each atom (eV/Å):
C 0.9 -4.8 -3.1
C 0.8 1.9 0.3
N 1.6 2.2 2.3
N -1.2 -0.2 -0.2
N 3.1 3.6 3.0
N -0.6 -0.8 -3.2
H -0.4 1.0 0.7
H -2.6 0.7 0.1
H -0.3 -1.1 0.4
H 0.1 -1.0 -0.3
H -0.4 0.3 -0.4
H 0.7 -1.9 -0.3
H -1.6 0.1 0.6

The total energy comes out at -298.99645 Eh. For the LUMO energy, the calculation gives -5.623 eV. As for the charge: +1. The value obtained for the orbital gap is 9.36 eV. The value obtained for the relative energy (zero: lowest compared OMol25 entry of this formula, charge and spin) is 592.3 kJ/mol.


# 3
A 2-piece molecular cluster, C2H7N4 overall, computed with ωB97M-V/def2-TZVPD.

Last column: Löwdin charge in e.
Atoms and positions in Å:
C -0.15155 -2.19489 -0.40277  -0.253
C -0.59964 1.81151 -0.10600  0.114
N 0.57022 -1.33274 -0.18521  0.195
N 0.46516 1.14892 0.22864  -0.118
N -1.01309 -3.15649 -0.41510  0.195
N 1.38044 1.78388 0.94014  0.070
H -1.33941 1.24392 -0.75925  0.128
H -0.55794 2.90155 0.02725  0.109
H 0.47463 0.04229 0.02314  0.029
H -1.59193 -3.30489 0.41054  0.159
H -1.25396 -3.31312 -1.31606  0.085
H 1.31496 2.84080 0.99932  0.151
H 2.30211 1.52925 0.55536  0.137

Force components x, y, z for each atom (eV/Å):
C -0.1 0.3 1.6
C 0.5 -1.6 -1.6
N 0.8 0.3 -0.4
N -3.9 2.2 -1.0
N 0.8 0.3 2.3
N 3.3 1.1 0.7
H 0.8 1.1 1.3
H -0.6 -0.6 0.0
H 0.9 0.4 0.3
H 0.1 -0.1 -0.6
H -1.9 -1.6 -3.0
H -0.3 -1.8 -0.3
H -0.3 0.1 0.7

The total energy comes out at -299.10257 Eh. For the LUMO energy, the calculation gives -3.916 eV. As for the charge: +1. The value obtained for the orbital gap is 10.49 eV. The value obtained for the relative energy (zero: lowest compared OMol25 entry of this formula, charge and spin) is 313.7 kJ/mol.